No. 1
C35H27N9O7S3SeW as an isolated structure in a non-equilibrium geometry. Source: the OMol25 dataset; level of theory: wB97M-V/def2-TZVPD.

Values from the calculation:
Strongest force on any atom in eV/A: 4.9
2S+1: 3
ΔE to the lowest compared entry with this formula, charge and spin in kcal per mole: 66.76
Total charge: 0
Orbital gap (alpha / beta) in eV: 6.9 / 6.4

The geometry in XYZ format:
```
83
Properties=species:S:1:pos:R:3:mulliken_charge:R:1
W 16.76183 10.75671 13.46984 -0.395
C 18.27919 11.12392 16.16602 -0.985
C 19.52204 11.19983 15.22119 -0.331
C 19.52386 12.20078 14.06885 0.687
C 20.76498 12.77290 13.59711 -1.467
C 20.70040 13.39978 12.33131 -0.497
C 19.50259 13.54361 11.63952 -1.441
C 18.39509 12.98784 12.18020 -0.100
N 18.41304 12.24841 13.30748 0.813
N 17.18967 10.18250 15.69885 0.511
C 15.89141 10.44296 16.47341 -1.450
C 15.42958 11.86600 16.26530 0.839
C 14.62318 12.51963 17.19423 -0.989
C 14.23498 13.80903 16.93482 -0.727
C 14.69676 14.35427 15.71898 -1.109
C 15.48388 13.62269 14.85552 -1.326
N 15.85405 12.37401 15.12275 0.897
C 17.60682 8.80120 16.15425 -1.743
C 18.67708 8.03657 15.41781 0.863
C 19.97506 7.93963 16.00871 -0.447
C 20.80262 7.00889 15.51966 -0.543
C 20.48422 6.34631 14.35740 -0.438
C 19.18690 6.54679 13.78096 -0.686
N 18.31393 7.26332 14.46546 -0.287
H 17.73727 12.08188 16.23872 0.503
H 18.58591 10.83737 17.12514 0.893
H 19.75915 10.23770 14.76485 -0.121
H 20.33222 11.48580 15.93421 0.571
H 21.56596 12.56796 14.21892 0.668
H 21.58481 13.83574 11.95995 0.478
H 19.42257 13.94574 10.61985 0.511
H 17.48328 12.89463 11.60175 0.360
H 16.02565 10.26969 17.53973 0.669
H 15.21450 9.68583 16.07765 0.410
H 14.23566 11.89911 17.96492 0.527
H 13.58079 14.37203 17.57816 0.468
H 14.45066 15.41265 15.60954 0.479
H 15.85540 14.07598 13.98729 1.208
H 16.80606 8.12473 16.26390 0.614
H 17.93882 8.92843 17.17538 0.543
H 20.15414 8.48629 16.97464 0.319
H 21.77166 6.88184 15.93773 0.432
H 21.26309 5.68922 14.00556 0.405
H 18.90428 6.14810 12.85031 0.538
O 20.39415 10.03319 12.52910 -0.636
C 19.24329 9.90099 12.16809 0.159
O 18.23060 9.55961 13.10211 0.826
C 18.79790 9.90716 10.75609 0.583
C 19.76271 9.78901 9.74107 -0.772
C 19.28177 9.57578 8.48664 -0.619
C 17.94818 9.56149 8.17593 -0.455
C 17.08627 9.87988 9.14483 -0.402
C 17.43188 10.17716 10.44373 0.755
O 16.64301 10.54227 11.36356 0.226
N 15.75062 10.08250 8.55439 1.015
O 15.32437 9.29058 7.72146 -0.616
O 15.13046 11.03690 8.96686 -0.535
N 20.33865 9.11942 7.52401 0.997
O 21.52741 9.15186 7.89935 -0.624
O 19.96006 8.74056 6.43482 -0.610
H 20.83439 9.63788 10.01194 0.559
H 17.65447 9.42045 7.16670 0.630
Se 15.16584 8.58829 13.35888 0.165
C 13.39187 8.79529 14.00364 0.266
N 12.28941 8.68432 14.38475 -0.643
S 14.33161 16.86339 10.61521 -0.355
C 14.08070 15.43378 11.32740 0.217
S 15.32786 14.27365 11.61224 -0.072
C 14.15558 13.18130 12.34192 0.101
N 12.99111 13.73726 12.47184 -0.743
N 12.95098 14.90661 11.81349 0.786
C 11.64510 15.64056 11.66428 0.145
C 11.07618 16.10222 12.82129 -0.232
C 10.00567 16.97756 12.75760 -0.656
C 9.38426 17.18580 11.54896 -0.473
C 9.98725 16.70990 10.38166 -0.513
C 11.17194 15.96607 10.40548 -0.386
S 14.37598 11.47577 12.72843 -0.155
H 11.51545 15.93646 13.78555 0.398
H 9.51214 17.31878 13.64906 0.337
H 8.53120 17.84089 11.49934 0.372
H 9.45632 16.90938 9.48211 0.378
H 11.60824 15.63398 9.47677 0.456
```

No. 2
An isolated ion of composition C24H39N4O5 and charge +1. Source: the OMol25 dataset; level of theory: wB97M-V/def2-TZVPD.

Values from the calculation:
Strongest force on any atom in eV/A: 0.7
ΔE to the lowest compared entry with this formula, charge and spin in kcal per mole: 0.00
Total charge: +1
Orbital gap in eV: 10.0

The geometry in XYZ format:
```
72
Properties=species:S:1:pos:R:3:mulliken_charge:R:1
C 4.87110 -2.12442 -2.36809 -1.021
H 5.78096 -2.69888 -2.52032 0.422
H 4.41300 -2.46183 -1.44159 0.189
C 3.93843 -2.33004 -3.55683 -0.738
H 3.71122 -3.39469 -3.64342 0.398
H 4.45733 -2.03315 -4.46934 0.435
C 2.61693 -1.54930 -3.48964 0.359
C 2.82826 -0.04171 -3.63153 -1.698
H 1.88135 0.48111 -3.52611 0.345
H 3.22049 0.17080 -4.62223 0.458
H 3.54511 0.34369 -2.90947 0.361
C 1.80486 -1.92750 -2.24353 -0.407
N 2.20106 -1.17990 -1.05283 0.342
C 1.82036 -1.55760 0.16232 0.091
O 1.35344 -2.65694 0.43093 -0.743
C 1.91173 -0.54232 1.32918 0.378
N 0.61487 -0.76995 2.01539 0.337
H 0.50620 -1.78038 2.18075 0.526
H -0.15525 -0.50024 1.33608 -0.557
H 0.50585 -0.23089 2.87773 0.376
C 2.07215 0.91936 0.93726 -1.392
H 2.94484 1.00456 0.28733 0.624
H 1.18903 1.22746 0.37371 0.271
C 2.31077 1.90720 2.09818 0.531
C 1.12107 2.06572 3.04732 -1.746
H 1.21302 3.00714 3.58337 0.501
H 0.17896 2.09129 2.50530 0.273
H 1.09806 1.28404 3.80754 0.439
C 3.57713 1.57235 2.88367 -1.661
H 3.80491 2.37933 3.57430 0.459
H 4.42784 1.45070 2.21806 0.382
H 3.46158 0.66299 3.46962 0.371
H 2.46864 2.87688 1.61514 0.456
H 2.72686 -0.85823 1.98900 0.583
H 2.47367 -0.22595 -1.23291 0.245
H 1.92364 -2.99410 -2.03092 0.449
C 0.30615 -1.58875 -2.35505 0.084
O -0.13135 -0.60890 -2.92108 -0.660
N -0.47919 -2.40882 -1.62521 -0.149
H -0.04767 -3.12613 -1.05722 0.484
C -1.80242 -1.95637 -1.23006 0.125
C -1.70333 -0.46611 -0.87527 -0.563
O -0.84737 -0.04844 -0.09971 -0.178
N -2.63216 0.32867 -1.39786 -0.095
H -2.59161 1.32020 -1.20197 0.188
H -3.23479 0.02073 -2.14145 0.269
H -2.49779 -2.07620 -2.06952 0.546
C -2.26791 -2.78792 -0.02747 -0.852
C -3.51011 -2.22525 0.66027 -0.798
C -3.18651 -1.05579 1.57076 0.638
O -2.14041 -0.93091 2.16875 -0.629
O -4.20358 -0.22154 1.63675 -0.305
C -4.10916 0.94553 2.47447 -0.990
C -3.90261 2.16873 1.62172 0.658
C -4.95566 3.02844 1.34167 -0.806
C -4.75805 4.13241 0.52927 -0.592
C -3.51090 4.38034 -0.01865 -0.555
C -2.45709 3.52226 0.25100 -0.708
C -2.65214 2.42375 1.07081 0.343
H -1.83376 1.75004 1.27903 0.248
H -1.48091 3.71366 -0.17067 0.467
H -3.35841 5.24079 -0.65162 0.414
H -5.58018 4.80002 0.32335 0.399
H -5.93026 2.83717 1.76437 0.400
H -3.28078 0.80590 3.17645 0.360
H -5.05489 0.99979 3.01656 0.484
H -4.27474 -1.92023 -0.05323 0.319
H -3.94306 -2.99854 1.30028 0.408
H -1.45881 -2.83305 0.70521 0.330
H -2.46911 -3.80113 -0.37587 0.489
H 2.00727 -1.87040 -4.34144 0.337
H 5.15380 -1.08059 -2.26078 0.249
```

No. 3
A 2-piece molecular cluster, C3H3N3O overall in a non-equilibrium geometry. Source: the OMol25 dataset; level of theory: wB97M-V/def2-TZVPD.

Values from the calculation:
Strongest force on any atom in eV/A: 1.9
ΔE to the lowest compared entry with this formula, charge and spin in kcal per mole: 24.47
Total charge: 0
Orbital gap in eV: 10.2

The geometry in XYZ format:
```
10
Properties=species:S:1:pos:R:3:mulliken_charge:R:1
N 2.17061 0.05990 0.19431 -0.474
C 1.06066 -0.43893 0.15088 0.412
N 0.32107 1.93183 -1.06964 0.103
N -0.62313 2.30636 -0.64429 -0.173
O -2.37564 -1.12611 0.88446 -0.489
C -1.43694 -0.48434 0.46510 0.009
C -0.09827 -1.07051 0.26321 -0.396
H 2.60295 0.40542 -0.66007 0.303
H -1.57728 0.56922 0.17487 0.377
H -0.04404 -2.15283 0.24117 0.328
```

No. 4
A 3-piece molecular cluster, C2H3Br2FO overall in a non-equilibrium geometry. Source: the OMol25 dataset; level of theory: wB97M-V/def2-TZVPD.

Values from the calculation:
Strongest force on any atom in eV/A: 1.9
ΔE to the lowest compared entry with this formula, charge and spin in kcal per mole: 78.11
Total charge: 0
Orbital gap (alpha / beta) in eV: 7.1 / 5.5

The geometry in XYZ format:
```
9
Properties=species:S:1:pos:R:3:mulliken_charge:R:1
C 0.51164 0.12836 -0.03850 -1.069
C -0.81978 -0.20815 0.08975 0.748
O -1.53990 -0.11918 1.21129 -0.424
F -1.44232 -0.72821 -0.99348 -0.212
Br -0.12918 2.96279 -0.50849 -0.139
Br 3.74179 -1.75662 -0.80607 0.002
H 0.94941 0.26016 -1.02124 0.457
H 1.14349 0.07722 0.86005 0.264
H -2.41514 -0.61637 1.20668 0.374
```